# 1
The molecule C23H24N2O6S, computed with the ωB97M-V functional and the def2-TZVPD basis.

Structure (XYZ):
```
56
Properties=species:S:1:pos:R:3:nbo_charge:R:1
C 2.188 -3.417 -3.326 -0.2651
O 1.761 -3.573 -1.901 -0.4723
C 0.970 -2.749 -1.452 0.3405
C 0.175 -1.858 -2.318 -0.3286
C -0.511 -0.977 -1.479 -0.1617
C -0.488 -0.994 -0.089 -0.1433
C -1.399 -0.133 0.714 0.5731
N -2.481 0.645 0.104 -0.5251
C -2.923 1.287 1.267 0.1072
C -4.377 1.935 1.193 -0.3806
S -3.865 3.599 0.306 0.0281
C -3.295 2.929 -1.443 -0.5320
C -1.939 2.716 -1.777 0.5459
O -1.739 1.951 -2.695 -0.6732
N -1.135 3.109 -1.027 -0.5276
C 0.372 3.183 -1.339 -0.2414
C 1.114 2.043 -0.582 0.0508
C 0.954 1.871 1.059 -0.1951
C 1.559 0.797 1.462 -0.3071
C 2.639 0.196 0.892 0.2855
C 2.552 0.164 -0.578 0.2474
C 1.963 1.094 -1.142 -0.2952
O 3.615 -0.751 -0.983 -0.5011
C 3.969 -1.523 -0.058 0.2763
O 3.333 -0.977 1.034 -0.5242
C -2.413 0.940 2.474 0.1569
C -2.344 1.313 3.758 -0.6873
O -1.252 0.063 2.109 -0.4724
C -0.006 -2.123 0.631 -0.2689
C 0.874 -2.989 -0.033 0.2524
O 1.660 -3.804 0.532 -0.5284
C 1.685 -4.038 2.159 -0.2418
H 1.167 -3.611 -3.958 0.1977
H 2.948 -4.062 -3.593 0.1981
H 2.626 -2.380 -3.428 0.2017
H 0.369 -1.619 -3.195 0.2003
H -1.394 -0.215 -1.914 0.2782
H -5.063 1.692 0.642 0.1918
H -4.488 2.582 1.941 0.2107
H -3.878 3.571 -2.172 0.2553
H -4.052 1.940 -1.503 0.2685
H -1.435 3.656 -0.055 0.4178
H 0.344 2.973 -2.251 0.2158
H 0.879 4.041 -0.840 0.2248
H 0.371 2.752 1.331 0.2326
H 1.629 0.897 2.523 0.2193
H 1.969 1.438 -2.351 0.2148
H 3.675 -2.699 -0.133 0.1493
H 4.857 -1.205 0.009 0.1497
H -2.617 0.621 4.576 0.2337
H -1.289 1.557 4.296 0.2372
H -2.735 2.365 3.993 0.2467
H -0.095 -2.142 1.670 0.2108
H 2.349 -4.913 2.253 0.2218
H 0.631 -4.171 2.150 0.2069
H 2.016 -3.001 2.535 0.2251
```

Values from the calculation:
LUMO level   0.47 eV
SMILES   COc1ccc(-c2nc(CSCC(=O)NCc3ccc4c(c3)OCO4)c(C)o2)cc1OC
E_tot   -1849.291406 a.u.
Relative energy (zero: lowest compared OMol25 entry of this formula, charge and spin)   474.3 kcal per mole
Frontier orbital gap   7.4 eV
F_max   18.8 eV/A

=====

# 2
A cluster of 2 separate species, C34H30NO6S2 in total, computed with the ωB97M-V functional and the def2-TZVPD basis.

Structure (XYZ):
```
73
Properties=species:S:1:pos:R:3:mulliken_charge:R:1
O 6.322 -1.311 0.860 -0.5295
C 5.280 -0.471 0.865 0.0826
C 5.374 1.047 1.556 0.3108
C 6.184 1.327 2.969 -0.4119
C 6.161 2.863 3.549 -0.3372
C 5.387 4.068 2.703 -0.3027
C 4.572 3.825 1.295 -0.5057
C 4.570 2.253 0.724 0.2487
C 3.747 1.831 -0.669 0.0597
O 3.780 2.625 -1.750 -0.5682
C 2.948 0.376 -0.591 0.0721
C 1.427 0.132 -1.236 0.1109
C 0.614 1.352 -1.979 -0.0281
C 0.052 0.995 -3.477 -0.4549
C -1.051 2.199 -3.844 -0.4728
S -2.729 1.371 -3.865 -0.1402
C -4.038 2.366 -2.973 -0.0352
S -4.904 3.509 -3.950 -0.1629
N -4.455 2.268 -1.535 0.2961
C -3.852 3.303 -0.633 0.4920
C -4.449 4.861 -0.763 -0.4076
C -3.935 6.116 0.187 -0.3876
C -2.788 5.859 1.354 -0.3888
C -2.184 4.335 1.460 -0.5298
C -2.700 3.092 0.513 -0.1124
C -4.468 0.876 -0.977 -0.2029
C -3.201 -0.135 -0.753 0.4377
C -3.247 -1.641 -0.101 -0.2721
C -4.724 -2.212 0.417 -0.4652
C -6.033 -1.236 0.197 -0.3475
C -5.955 0.290 -0.483 -0.5376
C 0.815 -1.409 -1.032 -0.2487
C 1.645 -2.612 -0.231 -0.0456
C 1.013 -4.135 0.012 -0.2344
C 0.789 -4.246 1.667 -0.3311
C -0.807 -4.232 2.090 -0.2619
O -0.917 -4.473 3.566 -0.5506
C 3.167 -2.355 0.413 -0.7819
C 3.783 -0.831 0.212 0.4441
H 6.734 0.413 3.499 0.3085
H 6.707 3.064 4.564 0.2896
H 5.406 5.161 3.161 0.2648
H 3.997 4.647 0.690 0.3328
H 1.199 2.363 -2.050 0.4359
H -0.341 1.573 -1.301 -0.1590
H 0.882 0.936 -4.313 0.4009
H -0.484 -0.059 -3.476 0.2594
H -0.708 2.612 -4.910 0.3309
H -0.915 3.045 -3.048 0.3756
H -5.288 5.145 -1.563 0.2443
H -4.414 7.200 0.046 0.2617
H -2.451 6.749 2.050 0.2787
H -1.372 4.087 2.271 0.2825
H -2.222 2.038 0.682 0.3049
H -2.132 0.271 -1.093 0.1422
H -2.286 -2.336 0.029 0.0885
H -4.741 -3.282 0.903 0.3213
H -7.091 -1.650 0.565 0.2390
H -6.956 0.893 -0.556 0.3234
H -0.257 -1.649 -1.480 0.1980
H -0.046 -4.279 -0.478 0.3125
H 1.752 -4.991 -0.312 0.0657
H 1.342 -5.204 2.103 0.2596
H 1.281 -3.325 2.240 0.2607
H -1.433 -5.074 1.571 0.2460
H -1.299 -3.179 1.894 0.1154
H -1.304 -3.627 3.980 0.3212
H 3.698 -3.230 0.986 0.3407
C 2.004 -7.892 -0.683 0.7687
O 2.645 -8.481 -1.587 -0.8036
O 2.625 -8.002 0.482 -0.4768
O 0.928 -7.252 -0.712 -0.7465
H 3.345 -8.525 0.075 0.3123
```

Values from the calculation:
LUMO level   0.02 eV
E_tot   -2614.843219 a.u.
Frontier orbital gap   4.7 eV
F_max   8.3 eV/A
Total charge   -1

=====

Repeat the first record exactly.
The molecule C23H24N2O6S, computed with the ωB97M-V functional and the def2-TZVPD basis.

Structure (XYZ):
```
56
Properties=species:S:1:pos:R:3:nbo_charge:R:1
C 2.188 -3.417 -3.326 -0.2651
O 1.761 -3.573 -1.901 -0.4723
C 0.970 -2.749 -1.452 0.3405
C 0.175 -1.858 -2.318 -0.3286
C -0.511 -0.977 -1.479 -0.1617
C -0.488 -0.994 -0.089 -0.1433
C -1.399 -0.133 0.714 0.5731
N -2.481 0.645 0.104 -0.5251
C -2.923 1.287 1.267 0.1072
C -4.377 1.935 1.193 -0.3806
S -3.865 3.599 0.306 0.0281
C -3.295 2.929 -1.443 -0.5320
C -1.939 2.716 -1.777 0.5459
O -1.739 1.951 -2.695 -0.6732
N -1.135 3.109 -1.027 -0.5276
C 0.372 3.183 -1.339 -0.2414
C 1.114 2.043 -0.582 0.0508
C 0.954 1.871 1.059 -0.1951
C 1.559 0.797 1.462 -0.3071
C 2.639 0.196 0.892 0.2855
C 2.552 0.164 -0.578 0.2474
C 1.963 1.094 -1.142 -0.2952
O 3.615 -0.751 -0.983 -0.5011
C 3.969 -1.523 -0.058 0.2763
O 3.333 -0.977 1.034 -0.5242
C -2.413 0.940 2.474 0.1569
C -2.344 1.313 3.758 -0.6873
O -1.252 0.063 2.109 -0.4724
C -0.006 -2.123 0.631 -0.2689
C 0.874 -2.989 -0.033 0.2524
O 1.660 -3.804 0.532 -0.5284
C 1.685 -4.038 2.159 -0.2418
H 1.167 -3.611 -3.958 0.1977
H 2.948 -4.062 -3.593 0.1981
H 2.626 -2.380 -3.428 0.2017
H 0.369 -1.619 -3.195 0.2003
H -1.394 -0.215 -1.914 0.2782
H -5.063 1.692 0.642 0.1918
H -4.488 2.582 1.941 0.2107
H -3.878 3.571 -2.172 0.2553
H -4.052 1.940 -1.503 0.2685
H -1.435 3.656 -0.055 0.4178
H 0.344 2.973 -2.251 0.2158
H 0.879 4.041 -0.840 0.2248
H 0.371 2.752 1.331 0.2326
H 1.629 0.897 2.523 0.2193
H 1.969 1.438 -2.351 0.2148
H 3.675 -2.699 -0.133 0.1493
H 4.857 -1.205 0.009 0.1497
H -2.617 0.621 4.576 0.2337
H -1.289 1.557 4.296 0.2372
H -2.735 2.365 3.993 0.2467
H -0.095 -2.142 1.670 0.2108
H 2.349 -4.913 2.253 0.2218
H 0.631 -4.171 2.150 0.2069
H 2.016 -3.001 2.535 0.2251
```

Values from the calculation:
LUMO level   0.47 eV
SMILES   COc1ccc(-c2nc(CSCC(=O)NCc3ccc4c(c3)OCO4)c(C)o2)cc1OC
E_tot   -1849.291406 a.u.
Relative energy (zero: lowest compared OMol25 entry of this formula, charge and spin)   474.3 kcal per mole
Frontier orbital gap   7.4 eV
F_max   18.8 eV/A

=====

Which of these has the lowest frontier orbital gap? C34H30NO6S2

=====

What is the LUMO level in the second record? 0.02 eV